ORCA calculation (the ωB97M-V functional and the def2-TZVPD basis) on a cluster of 4 separate species, C69H62Br2F5N3O12P in total.

Calculated values
E_HOMO	-10.816	eV
M	1411.036	g mol⁻¹
gap between HOMO and LUMO	6.725	eV
calculated total energy	-264545.677	eV
E_LUMO	-0.1503	hartree

ORCA input file:
```
! RIJCOSX wB97M-V def2-TZVPD def2/J DEFGRID3
* xyz 1 1
C -2.2845 -0.5758 4.1509
C -2.4796 0.2910 2.8201
C -4.0071 0.2358 2.2233
F -4.8485 -0.1268 3.3190
N -4.4033 1.2838 1.3100
C -3.4360 1.2364 0.1761
N -3.6022 0.3937 -0.8568
C -4.7972 -0.5264 -0.9513
C -5.5484 -0.3787 -2.3862
O -5.7336 0.7303 -2.9461
Br -6.1957 -2.0045 -3.3711
C -2.6792 0.2817 -2.0190
C -2.3510 -1.2656 -2.4143
C -1.2334 -1.3243 -3.5897
O -1.8202 -1.8350 -1.1709
C -1.5426 -3.2433 -1.3212
C -1.2305 -3.9397 0.1119
C -2.2274 -3.6916 1.3057
C -1.9975 -4.3846 2.6992
C -0.7761 -5.3219 2.9297
C 0.2466 -5.5523 1.7442
C 0.0057 -4.8796 0.3465
N -2.3307 2.1517 0.2657
C -2.8751 3.5354 0.1683
C -3.4600 3.7962 -1.2789
C -3.8607 5.2997 -1.6433
F -4.1934 5.4702 -3.0488
C -3.7985 3.7199 1.4474
C -4.2755 5.2176 1.7821
C -3.6381 5.8204 3.1626
O -2.7045 6.9198 2.8172
C -1.4268 6.2459 2.7552
O -0.4013 6.6437 3.3389
C -4.9713 2.5742 1.6329
C -6.0735 2.9287 0.4963
C -7.6105 2.8481 0.8474
O -8.1107 3.8943 1.7424
C -8.2142 1.3921 1.1593
F -8.9501 0.9049 0.0194
F -9.1876 1.4545 2.2144
F -7.2718 0.3910 1.4722
P -5.5662 2.9906 3.3980
O -6.8419 1.9250 3.8890
Br -3.9474 2.5760 4.9697
H -1.2041 -0.3637 4.5130
H -2.9623 -0.2895 5.0219
H -2.3199 -1.6772 3.8573
H -2.1525 1.3901 2.9760
H -1.7803 -0.1104 1.9902
H -3.9578 -0.7442 1.5923
H -4.4983 -1.6302 -0.7708
H -5.6062 -0.3000 -0.1817
H -1.6554 0.7559 -1.9049
H -3.1257 0.7333 -2.9884
H -3.2640 -1.8265 -2.8110
H -0.2244 -1.4202 -3.0625
H -1.4394 -2.1816 -4.3185
H -1.2776 -0.2897 -4.1059
H -0.6051 -3.4660 -1.9634
H -2.4276 -3.8523 -1.7495
H -3.1416 -3.0136 1.1705
H -2.7278 -4.2149 3.5590
H -0.6044 -5.8163 3.9563
H 1.1534 -6.2240 1.8803
H 0.7263 -5.0550 -0.5357
H -1.4860 1.9553 -0.2593
H -1.9726 4.2512 0.3055
H -2.6299 3.5037 -2.0376
H -4.3587 3.1355 -1.5916
H -3.0422 6.0764 -1.3897
H -4.7809 5.6389 -1.0273
H -3.0890 3.4551 2.3324
H -3.9291 5.9843 0.9834
H -5.4258 5.3482 1.8105
H -3.0170 5.0583 3.7394
H -4.4522 6.1925 3.8856
H -1.3405 5.2507 2.1761
H -5.9006 3.9609 -0.0002
H -5.9265 2.1894 -0.3872
H -8.1427 3.1291 -0.1503
H -9.0960 3.9135 1.6280
H -7.3858 2.4423 4.5245
C 2.9846 1.5271 5.2778
C 4.3724 1.6305 5.3405
C 5.1589 0.4848 5.2954
C 4.5573 -0.7709 5.1992
C 3.1663 -0.8753 5.1613
C 2.3813 0.2779 5.1895
C 2.5136 -2.2031 5.1089
O 1.2976 -2.2947 5.0721
C 3.3594 -3.4179 5.1108
C 2.7582 -4.6775 5.1204
C 3.5456 -5.8244 5.1107
C 4.9344 -5.7181 5.0799
C 5.5370 -4.4652 5.0752
C 4.7504 -3.3124 5.1008
C 5.4027 -1.9840 5.1329
O 6.6177 -1.8903 5.1110
H 2.3721 2.4229 5.3031
H 4.8408 2.6058 5.4215
H 6.2399 0.5720 5.3388
H 1.2992 0.2040 5.1465
H 1.6769 -4.7707 5.1416
H 3.0762 -6.8032 5.1249
H 5.5477 -6.6133 5.0647
H 6.6196 -4.3887 5.0566
C 2.9086 -7.0995 -5.6505
C 3.5302 -7.2856 -6.8832
C 3.9131 -6.1858 -7.6432
C 3.6640 -4.8946 -7.1775
C 3.0195 -4.7082 -5.9546
C 2.6524 -5.8143 -5.1859
C 2.7048 -3.3447 -5.4708
O 2.1449 -3.1859 -4.3958
C 3.0726 -2.1824 -6.3130
C 2.7312 -0.8918 -5.9026
C 3.0861 0.2039 -6.6829
C 3.7904 0.0173 -7.8698
C 4.1268 -1.2656 -8.2856
C 3.7600 -2.3686 -7.5133
C 4.0919 -3.7312 -7.9852
O 4.7031 -3.8935 -9.0265
H 2.6184 -7.9583 -5.0537
H 3.7185 -8.2891 -7.2508
H 4.4020 -6.3372 -8.6005
H 2.1629 -5.6760 -4.2272
H 2.1848 -0.7360 -4.9773
H 2.8149 1.2054 -6.3644
H 4.0730 0.8733 -8.4741
H 4.6710 -1.4048 -9.2145
C 3.9257 -1.1247 -1.2672
C 4.1881 -1.1429 0.1008
C 4.5444 0.0303 0.7567
C 4.6515 1.2248 0.0426
C 4.4128 1.2383 -1.3305
C 4.0381 0.0626 -1.9824
C 4.5712 2.4892 -2.1078
O 4.3585 2.5027 -3.3091
C 5.0000 3.7202 -1.4054
C 5.2097 4.8931 -2.1326
C 5.5996 6.0574 -1.4786
C 5.7723 6.0573 -0.0960
C 5.5698 4.8896 0.6315
C 5.1926 3.7161 -0.0234
C 5.0138 2.4698 0.7539
O 5.1663 2.4613 1.9619
H 3.6383 -2.0387 -1.7778
H 4.1125 -2.0721 0.6567
H 4.7427 0.0114 1.8243
H 3.8371 0.0691 -3.0493
H 5.0739 4.9013 -3.2096
H 5.7672 6.9669 -2.0467
H 6.0696 6.9678 0.4145
H 5.7107 4.8947 1.7078
*
```


ORCA calculation (the ωB97M-V functional and the def2-TZVPD basis) on a structure of composition C69H71AsBMoN8PS3.

Calculated values
energy relative to the best compared isomer or geometry (same formula, charge and spin)	6.3	kcal per mole
E_HOMO (alpha / beta)	-7.020 / -7.360	eV
M	1321.232	g mol⁻¹
gap between HOMO and LUMO (alpha / beta)	6.067 / 6.407	eV
calculated total energy	-189790.995	eV
E_LUMO (alpha / beta)	-0.0350 / -0.0350	hartree

ORCA input file:
```
! RIJCOSX wB97M-V def2-TZVPD def2/J DEFGRID3
* xyz 0 3
Mo -0.1089 -1.0140 -0.5995
S -0.9497 1.0078 0.3614
C 0.2262 1.9686 1.3627
S 1.8205 1.3228 1.5743
C 0.0569 3.1318 2.0643
C -1.0658 4.0056 2.2000
N -1.7922 4.8549 2.4798
C 1.1603 3.6289 2.8415
N 2.0109 4.0595 3.4880
S -2.3283 -1.8781 -0.7459
C -1.8880 -3.5771 -0.6567
N -2.8910 -4.4683 -0.7462
N -2.6715 -5.7212 -0.3491
C -1.9020 -6.2123 0.7167
C -1.6915 -7.5899 0.7826
C -0.9886 -8.1446 1.8393
C -0.4965 -7.3386 2.8552
C -0.7320 -5.9697 2.8064
C -1.4253 -5.4015 1.7509
N -0.6352 -3.9439 -0.5670
N 0.2869 -2.9532 -0.6460
C 1.5974 -3.5473 -0.6374
C 1.8691 -4.6510 0.1727
C 3.1441 -5.1894 0.2072
C 4.1582 -4.6539 -0.5795
C 3.8786 -3.5841 -1.4152
C 2.6048 -3.0293 -1.4467
H -3.2823 -6.3736 -0.8038
H -2.0806 -8.2241 -0.0076
H -0.8253 -9.2153 1.8708
H 0.0534 -7.7701 3.6831
H -0.3783 -5.3350 3.6107
H -1.6270 -4.3399 1.7381
H 1.0714 -5.0672 0.7734
H 3.3459 -6.0329 0.8578
H 5.1548 -5.0801 -0.5572
H 4.6558 -3.1799 -2.0548
H 2.3711 -2.2231 -2.1299
C 3.7465 -0.0201 -0.2238
C 3.9053 1.0808 -1.2636
As 5.7929 1.6958 -1.4944
C 6.1485 2.3982 0.2911
C 5.1659 3.0089 1.0640
C 5.4702 3.5447 2.3104
C 6.7709 3.4861 2.7893
C 7.7680 2.9096 2.0120
C 7.4598 2.3803 0.7684
C 6.6071 -0.0881 -1.3301
C 6.7409 -0.8104 -2.5152
C 7.2252 -2.1126 -2.5077
C 7.5933 -2.7074 -1.3091
C 7.4726 -1.9950 -0.1226
C 6.9833 -0.6942 -0.1330
P 2.0220 -0.4310 0.3134
C 0.2950 -0.8175 -2.6625
C -0.1690 -1.7507 -3.6013
C 0.1661 -1.6477 -4.9446
C 0.9764 -0.6072 -5.3896
C 1.4305 0.3408 -4.4839
C 1.0872 0.2340 -3.1412
C 2.3835 -1.5822 1.7014
C 1.2905 -1.9457 2.4933
C 1.4361 -2.8174 3.5555
C 2.6883 -3.3519 3.8386
C 3.7767 -3.0040 3.0554
C 3.6317 -2.1195 1.9923
H 4.2813 0.2371 0.6924
H 4.1526 -0.9555 -0.6044
H 3.3014 1.9554 -1.0136
H 3.5877 0.7338 -2.2462
H 4.1452 3.0716 0.7029
H 4.6853 3.9975 2.9024
H 7.0076 3.8904 3.7656
H 8.7866 2.8700 2.3781
H 8.2457 1.9427 0.1628
H 6.4633 -0.3443 -3.4548
H 7.3169 -2.6606 -3.4382
H 7.9809 -3.7195 -1.2994
H 7.7564 -2.4544 0.8176
H 6.8975 -0.1545 0.8019
H -0.7959 -2.5731 -3.2810
H -0.2092 -2.3818 -5.6490
H 1.2429 -0.5334 -6.4377
H 2.0556 1.1616 -4.8205
H 1.4452 0.9918 -2.4496
H 0.3171 -1.5255 2.2675
H 0.5790 -3.0842 4.1628
H 2.8134 -4.0363 4.6694
H 4.7519 -3.4308 3.2619
H 4.5003 -1.8760 1.3936
C 1.2377 4.3242 -0.3757
C -0.2296 4.6590 -0.6793
C -0.4162 6.1741 -0.8246
C -0.7197 3.9418 -1.9176
C 0.0327 4.0820 -3.0792
C -0.3727 3.4988 -4.2589
C -1.5728 2.8158 -4.2900
C -2.3775 2.6579 -3.1626
C -3.7266 2.0091 -3.4538
C -4.8798 3.0158 -3.3451
C -3.9938 0.7191 -2.7056
C -1.9050 3.1888 -1.9380
N -2.6309 3.0003 -0.6842
B -2.5995 1.9426 0.2993
N -3.8047 2.0588 1.1088
C -4.3554 3.2887 0.6982
C -3.6949 3.8258 -0.3356
C -4.7623 1.2480 1.8826
C -4.5270 0.6324 3.1360
C -5.6219 0.1897 3.8803
C -6.9219 0.2812 3.4309
C -7.1268 0.7235 2.1437
C -6.0775 1.1705 1.3489
C -6.4524 1.4217 -0.1106
C -7.5300 2.4965 -0.2858
C -6.9198 0.1021 -0.7401
C -3.1937 0.2643 3.7618
C -2.2539 1.4423 3.9747
C -2.6006 -0.9154 2.9855
H 1.4900 4.5654 0.6605
H 1.9070 4.8974 -1.0228
H 1.4341 3.2622 -0.5405
H -0.8468 4.3503 0.1516
H 0.1493 6.5581 -1.6774
H -0.0654 6.6805 0.0785
H -1.4699 6.4230 -0.9685
H 0.9492 4.6612 -3.0517
H 0.2204 3.5963 -5.1601
H -1.9118 2.3911 -5.2283
H -3.6774 1.7262 -4.5058
H -4.9829 3.4075 -2.3360
H -5.8223 2.5356 -3.6230
H -4.7135 3.8575 -4.0217
H -4.1551 0.8669 -1.6386
H -3.1553 0.0472 -2.8366
H -4.8804 0.2276 -3.1117
H -5.1883 3.7073 1.2371
H -3.8691 4.7692 -0.8295
H -5.4271 -0.2332 4.8583
H -7.7499 -0.0254 4.0573
H -8.1290 0.7112 1.7323
H -5.5814 1.7421 -0.6651
H -8.4891 2.1683 0.1198
H -7.6719 2.7113 -1.3482
H -7.2583 3.4285 0.2124
H -7.8726 -0.2238 -0.3163
H -6.1838 -0.6880 -0.5781
H -7.0536 0.2266 -1.8179
H -3.4185 -0.1344 4.7507
H -2.3078 2.1257 3.1389
H -1.2199 1.1110 4.1077
H -2.5486 2.0035 4.8641
H -2.3684 -0.6696 1.9548
H -3.3200 -1.7379 2.9639
H -1.6957 -1.2758 3.4844
*
```